Here is a structure of composition C44H47N6O3P2PdS2Se in a non-equilibrium geometry from the OMol25 dataset. Energies are from ωB97M-V/def2-TZVPD.

Calculated values
Electronic energy (a.u.): -6267.5222
Orbital gap (eV): 5.27
Net charge: -1
LUMO level (eV): 1.736
Energy above the lowest of the compared OMol25 structures with the same formula, charge and spin (kJ/mol): 21.1
Spin multiplicity: 1

Cartesian coordinates (Å):
Pd: 0.50726 -1.50003 -1.05018
C: 3.65566 -1.46101 -2.17646
N: 3.26481 -0.38264 -3.07255
C: 2.13600 -0.73058 -4.01204
P: 0.44322 -0.61198 -3.10854
C: -0.68579 -1.60025 -4.06557
C: -0.39229 -2.21911 -5.26368
C: -1.40037 -2.86522 -5.97346
C: -2.68071 -2.90718 -5.46666
C: -2.91606 -2.48973 -4.14433
C: -1.98441 -1.74706 -3.46660
C: 0.01227 1.09669 -3.36379
C: -0.37141 1.99181 -2.31246
C: -0.27927 3.33583 -2.62292
C: 0.06075 3.83959 -3.91068
C: 0.34913 2.92460 -4.91865
C: 0.25029 1.55554 -4.65798
C: 4.27232 0.43424 -3.52226
C: 5.31594 0.74928 -2.57617
C: 6.40923 1.47983 -3.01518
C: 6.43909 2.13653 -4.26356
C: 5.35336 1.96387 -5.08769
C: 4.33807 1.08733 -4.76450
P: 2.66020 -1.38731 -0.61279
C: 3.25225 -2.79966 0.31765
C: 3.15602 -2.90647 1.78331
C: 3.95316 -3.79011 2.48325
C: 4.87570 -4.60599 1.86961
C: 4.84532 -4.68371 0.47010
C: 3.95768 -3.85571 -0.24992
C: 2.89868 0.17468 0.25516
C: 2.16497 1.25302 -0.26080
C: 2.02330 2.45724 0.50310
C: 2.73686 2.58105 1.72407
C: 3.41503 1.45055 2.22082
C: 3.55290 0.25040 1.48890
H: 4.71746 -1.41118 -1.99355
H: 3.37841 -2.39297 -2.69200
H: 2.24247 -1.79767 -4.29168
H: 2.14790 -0.08295 -4.88644
H: 0.60792 -2.09671 -5.69073
H: -1.16040 -3.22611 -6.97045
H: -3.46607 -3.40321 -5.99389
H: -3.83523 -2.73134 -3.57345
H: -2.11985 -1.25914 -2.49785
H: -0.75807 1.57995 -1.37497
H: -0.35286 4.04888 -1.76734
H: -0.09109 4.89378 -4.19998
H: 0.57047 3.26766 -5.92484
H: 0.24763 0.84893 -5.48502
H: 5.14516 0.51217 -1.53170
H: 7.29759 1.57625 -2.34185
H: 7.17983 2.84183 -4.59968
H: 5.23121 2.46316 -6.02479
H: 3.61439 0.79738 -5.56800
H: 2.52230 -2.18601 2.30247
H: 3.84953 -3.84033 3.54079
H: 5.64101 -5.16742 2.40160
H: 5.56625 -5.33422 -0.06585
H: 3.88320 -4.09139 -1.31224
H: 1.80492 1.24575 -1.27917
H: 1.40552 3.19082 0.02906
H: 2.74857 3.48388 2.36343
H: 4.00002 1.56386 3.17050
H: 4.10843 -0.58648 1.90562
N: -1.76548 -3.51493 2.23877
C: -1.20116 -3.05583 1.13027
N: -1.56362 -3.62017 -0.04261
S: 0.09544 -1.87530 1.26147
H: -2.41740 -4.29165 2.18338
H: -1.42582 -3.20658 3.16135
H: -1.88354 -4.56743 -0.07106
H: -0.94978 -3.23083 -0.81177
N: 0.50658 0.30389 4.96195
C: -0.74198 0.62781 5.39151
C: -1.00283 1.13766 6.66468
C: -2.26226 1.28906 7.20488
C: -3.34904 1.01018 6.37831
C: -3.15416 0.50553 5.05710
C: -1.84517 0.30695 4.61900
S: -4.93234 1.70715 6.91383
O: -5.89568 0.73739 6.41155
O: -5.07969 3.00161 6.17456
O: -4.98692 2.08442 8.32014
H: 1.27140 0.38249 5.61267
H: 0.84748 0.45713 4.02242
H: -0.18139 1.39929 7.37100
H: -2.50309 1.75691 8.16596
H: -4.02020 0.29460 4.45981
H: -1.70431 -0.01760 3.60848
C: -6.42575 0.52669 -0.20684
N: -6.24846 1.25713 1.06377
C: -7.00970 1.09988 2.20049
C: -6.36461 1.78816 3.21005
N: -5.31897 2.43260 2.65081
C: -4.43953 3.41882 3.27611
C: -5.19567 2.04321 1.34958
Se: -3.86347 2.59936 0.18061
H: -5.48844 0.55159 -0.73203
H: -7.16011 1.11201 -0.84300
H: -6.83010 -0.49427 -0.05450
H: -7.93972 0.53616 2.19885
H: -6.55620 1.76319 4.23367
H: -4.47823 4.37291 2.73775
H: -3.45488 2.94632 3.20219
H: -4.79698 3.49899 4.32028

Results of the Mulliken charge analysis, in e, for atoms 1 through 6:
1 Pd -0.982
2 C -1.605
3 N 0.532
4 C -1.264
5 P 0.430
6 C 1.290